84
Properties=species:S:1:pos:R:3 method="wB97M-V/def2-TZVPD" de_lowest_kcal_mol=0.00 gap_ev=1.08 e_tot_ha=-20962.15453 charge=+3
O 2.23 -3.83 3.10
P 3.80 -3.40 3.36
Br 3.84 -2.67 5.51
P 4.11 -1.53 2.03
C 4.52 0.05 1.07
C 4.79 1.33 1.92
C 5.66 1.10 3.12
Br 5.87 2.80 4.11
C 2.88 -2.17 0.82
C 1.45 -1.66 1.17
C 0.43 -2.64 0.58
S -1.06 -1.88 -0.04
C -2.10 -1.58 1.37
S -1.54 -1.85 2.87
N -3.33 -1.08 0.92
C -3.26 0.41 1.01
C -3.10 1.05 2.22
C -3.09 2.43 2.30
C -3.28 3.18 1.14
C -3.43 2.52 -0.06
C -3.42 1.14 -0.14
C -4.53 -1.53 1.55
C -5.67 -0.77 1.30
C -6.88 -1.10 1.88
C -7.00 -2.21 2.73
C -5.88 -2.99 2.94
C -4.67 -2.65 2.35
H 1.61 -3.42 3.72
H 3.60 -0.72 3.19
H 5.49 -1.88 1.96
H 5.42 -0.12 0.50
H 3.72 0.32 0.39
H 5.33 2.01 1.27
H 3.84 1.82 2.15
H 6.66 0.81 2.85
H 5.26 0.41 3.86
H 3.09 -1.84 -0.19
H 2.85 -3.25 0.78
H 1.35 -0.64 0.79
H 1.40 -1.62 2.25
H 0.20 -3.42 1.31
H 0.91 -3.15 -0.25
H -2.99 0.49 3.13
H -2.98 2.88 3.26
H -3.32 4.25 1.23
H -3.60 3.11 -0.95
H -3.57 0.65 -1.09
H -5.68 0.10 0.67
H -7.76 -0.50 1.71
H -7.96 -2.43 3.17
H -5.93 -3.86 3.57
H -3.83 -3.29 2.54
C -3.56 6.74 -0.37
O -4.38 6.55 -1.29
O -2.56 7.63 -0.62
O -3.59 6.18 0.73
H -2.79 7.91 -1.53
K -1.48 -2.33 -2.79
Mg 2.09 -0.88 4.54
Br 7.89 3.08 2.36
Cl -7.34 -0.33 -0.85
Na 6.52 5.00 3.31
O 2.52 -0.43 -3.91
S 3.86 -0.10 -4.34
O 4.17 1.22 -4.76
O 4.33 -1.14 -5.42
C 3.52 -1.34 -6.60
C 3.65 -0.20 -7.59
C 5.01 -0.57 -3.08
H 2.48 -1.50 -6.31
H 3.87 -2.26 -7.05
H 3.23 0.72 -7.19
H 3.11 -0.44 -8.51
H 4.69 -0.02 -7.83
H 4.79 -1.59 -2.76
H 4.88 0.12 -2.25
H 6.01 -0.49 -3.48
Cl 0.26 -5.17 2.65
Al -7.19 -0.72 4.65
C -4.93 1.41 -4.65
Br -6.36 2.53 -4.05
Br -3.30 2.39 -4.93
Br -4.65 -0.07 -3.42
H -5.22 0.98 -5.59